{
  "formula": "C21H14N4O2Se2Sr",
  "method": "ωB97M-V with the def2-TZVPD basis set",
  "elements": ["H", "C", "C", "C", "C", "N", "H", "C", "C", "N", "C", "C", "C", "Se", "C", "N", "C", "H", "H", "H", "N", "H", "Sr", "H", "C", "C", "C", "O", "C", "H", "H", "C", "H", "C", "H", "O", "C", "C", "Se", "H", "H", "C", "C", "H"],
  "positions_angstrom": [[2.5480, -1.9474, 4.8541], [0.4943, 1.3304, 4.6135], [-0.3961, 2.0668, 2.1247], [-0.6539, 2.9178, 3.2160], [1.9614, -1.0410, 4.7783], [3.7204, -1.6026, -0.4686], [-0.4154, 3.1557, 5.3246], [1.1413, -4.0653, -0.7844], [-0.2253, 2.5386, 4.4548], [-0.2038, -2.1454, -0.3267], [-0.4114, 2.3071, -3.1128], [0.9366, -4.5221, 0.5091], [-1.1761, 0.2447, -3.7445], [-1.2658, -1.6798, -3.5545], [-1.9753, 2.1685, -4.9024], [0.2437, 0.9242, 2.2431], [-1.1751, 2.9434, -4.0768], [-2.5509, 0.1486, -5.3891], [-1.1442, 4.0196, -4.1665], [0.8170, 1.4882, 6.7352], [-0.4187, 0.9811, -2.9480], [1.6797, -1.2120, 2.6604], [0.5578, 0.4371, -0.4427], [-0.0604, -4.1175, 2.3758], [1.4773, -0.6451, 3.5616], [-0.7181, 2.3029, 0.6731], [-1.9689, 0.7939, -4.7454], [0.1979, 2.8685, 0.0200], [0.1310, -3.7881, 1.3638], [-2.5880, 2.6264, -5.6675], [-1.0471, -1.9890, 1.5422], [-0.4220, -2.6047, 0.9045], [2.1116, -0.6076, 6.8852], [0.5487, -2.8662, -1.1470], [1.3959, -5.4434, 0.8412], [-1.6403, 1.6210, 0.1875], [1.0011, 0.8865, 5.8530], [0.7269, 0.5455, 3.4537], [0.8975, -2.1557, -2.8896], [-1.1832, 3.8460, 3.0503], [1.7513, -4.6080, -1.4914], [2.8749, -0.8119, -0.5680], [1.7174, -0.2757, 5.9337], [0.1978, 2.8738, -2.4207]],
  "atomic_forces_ev_per_a": [[0.0, 0.0, 0.0], [0.0, -0.1, -0.3], [0.1, -0.1, 0.6], [-0.1, 0.1, 0.0], [0.0, -0.1, -0.2], [-0.1, 0.0, -0.1], [0.0, 0.0, 0.0], [-0.1, 0.0, 0.1], [0.0, 0.0, -0.1], [0.0, 0.2, 0.1], [-0.2, 0.1, -0.2], [0.0, 0.1, -0.2], [0.0, 0.0, -0.1], [0.0, 0.1, -0.1], [0.0, 0.0, 0.1], [0.2, 0.0, -0.3], [0.0, 0.0, 0.1], [0.0, 0.0, 0.0], [0.0, 0.0, 0.0], [0.0, 0.0, 0.0], [0.1, -0.1, 0.4], [0.0, 0.0, 0.0], [0.4, -0.9, -0.9], [0.0, 0.0, 0.0], [0.1, -0.1, 0.0], [-0.3, 0.4, 0.0], [0.0, -0.1, 0.0], [-0.1, 0.2, 0.1], [-0.1, 0.0, 0.1], [0.0, 0.0, 0.0], [0.0, 0.0, 0.0], [0.0, -0.2, 0.1], [0.0, 0.0, 0.0], [-0.1, -0.1, 0.2], [0.0, 0.0, 0.0], [-0.2, 0.1, 0.1], [0.1, -0.1, 0.1], [-0.1, 0.2, 0.5], [0.2, 0.1, -0.3], [0.0, 0.0, 0.0], [0.0, 0.0, 0.0], [0.1, 0.0, 0.2], [-0.1, 0.2, 0.1], [0.0, 0.0, 0.0]],
  "lowdin_charge": [0.108, -0.150, -0.197, 0.017, -0.066, -0.115, 0.120, -0.089, 0.007, -0.069, -0.122, -0.040, -0.655, 0.689, -0.054, 0.103, -0.042, 0.098, 0.110, 0.114, -0.046, 0.103, 1.372, 0.109, -0.009, -0.778, -0.111, -0.109, -0.051, 0.112, 0.118, -0.138, 0.104, -0.715, 0.115, -0.056, -0.034, -0.202, 0.671, 0.122, 0.108, -0.472, -0.077, 0.099],
  "homo_lumo_gap_ha": 0.30797,
  "de_lowest_kj_mol": 0.0,
  "charge": 0,
  "energy_ha": -6011.85069,
  "homo_energy_ev": -8.647
}